(1)
A 5-piece molecular cluster, C16H45N3O5 overall in a non-equilibrium geometry. Source: OMol25; level of theory: the ωB97M-V functional and the def2-TZVPD basis.

Properties
LUMO level = 0.7460 eV
F_max = 1.542 eV/A
Multiplicity = 1
SMILES = COC[C@H](C)N.COC[C@H](C)N.COC[C@H](C)N.CCO.CCO
Frontier orbital gap = 9.815 eV
Net charge = 0

Last column: Mulliken charge in e.
CARTESIAN COORDINATES (ANGSTROEM)
O1 0.424 -0.079 -1.756  -0.509
O2 -3.207 4.131 3.705  -0.367
O3 -1.640 -1.705 4.810  -0.348
O4 6.730 1.119 -1.524  -0.527
O5 0.386 -0.847 -5.433  -0.290
N1 -1.781 5.295 1.462  -0.606
N2 1.312 -3.002 -3.876  -0.704
N3 -4.291 -4.179 5.092  -0.724
C1 -2.797 -2.408 4.425  -0.667
C2 6.278 0.803 -2.829  -0.126
C3 1.061 0.163 -0.487  -0.122
C4 4.985 1.572 -3.067  -0.904
C5 0.567 -0.774 0.587  -0.929
C6 -2.599 3.316 2.716  -0.409
C7 -2.931 -3.638 5.303  0.542
C8 -2.384 3.965 1.352  0.501
C9 -1.462 -0.531 4.071  -0.599
C10 -0.017 0.164 -6.308  -0.808
C11 3.578 -2.542 -4.444  -1.727
C12 -4.427 4.722 3.405  -0.749
C13 1.734 -1.246 -5.612  -0.663
C14 2.188 -1.907 -4.333  1.001
C15 -1.553 3.098 0.451  -1.776
C16 -1.922 -4.718 4.930  -1.321
H1 1.746 -1.978 -6.437  0.255
H2 2.398 -0.430 -5.917  0.417
H3 3.630 -3.313 -5.220  0.416
H4 -1.343 3.533 -0.526  0.431
H5 2.122 -0.026 -0.682  0.185
H6 -2.053 2.151 0.222  0.397
H7 -5.297 4.085 3.619  0.274
H8 3.803 -3.011 -3.487  0.409
H9 6.038 -0.264 -2.871  0.228
H10 4.410 -1.868 -4.669  0.321
H11 1.406 -3.775 -4.534  0.303
H12 -2.403 0.035 3.997  0.331
H13 -2.784 -3.364 6.354  0.249
H14 -2.389 5.950 1.932  0.280
H15 0.344 0.018 -7.332  0.330
H16 -2.707 -2.750 3.384  0.263
H17 -0.888 5.317 1.938  0.239
H18 -3.339 4.182 0.870  0.292
H19 -4.993 -3.701 5.647  0.242
H20 4.220 1.304 -2.340  0.093
H21 -1.102 0.273 -6.296  0.256
H22 -4.311 -5.129 5.450  0.230
H23 0.885 1.202 -0.221  0.221
H24 0.351 -2.707 -4.057  0.326
H25 7.565 0.684 -1.333  0.298
H26 6.962 1.152 -3.608  0.269
H27 -0.955 -4.549 5.392  0.296
H28 -1.606 3.079 3.105  0.257
H29 -1.077 -0.739 3.069  0.169
H30 0.325 1.167 -5.991  0.301
H31 -0.586 2.855 0.905  0.314
H32 0.808 -0.874 -2.137  0.251
H33 2.315 -1.169 -3.536  -0.137
H34 0.789 -1.806 0.298  0.325
H35 -0.517 -0.775 0.705  0.159
H36 -1.837 -4.793 3.845  0.307
H37 4.639 1.424 -4.090  0.316
H38 5.179 2.642 -2.952  0.357
H39 -3.179 2.384 2.637  0.322
H40 -0.790 0.154 4.589  0.347
H41 -4.548 5.629 4.003  0.264
H42 -4.526 5.048 2.365  0.319
H43 -3.698 -1.785 4.504  0.322
H44 1.085 -0.548 1.520  0.384
H45 -2.322 -5.685 5.247  0.405

---

(2)
C16H46AsCl4F6O16P2 as an isolated structure in a non-equilibrium geometry. Source: OMol25; level of theory: the ωB97M-V functional and the def2-TZVPD basis.

Properties
LUMO level = 2.1478 eV
F_max = 4.507 eV/A
Multiplicity = 1
Frontier orbital gap = 9.769 eV
Net charge = -1

Last column: Mulliken charge in e.
CARTESIAN COORDINATES (ANGSTROEM)
As1 -22.825 17.363 -18.894  1.977
Cl1 -21.780 13.042 -22.172  -0.202
Cl2 -20.923 19.767 -24.142  -0.185
Cl3 -22.733 11.721 -19.695  -0.186
Cl4 -23.645 18.632 -23.976  -0.155
P1 -16.134 15.515 -18.030  0.895
P2 -17.185 20.288 -19.397  0.864
F1 -24.347 18.174 -18.434  -0.460
F2 -21.326 16.516 -19.255  -0.473
F3 -21.913 18.799 -18.197  -0.410
F4 -22.711 18.206 -20.449  -0.444
F5 -22.917 16.649 -17.272  -0.685
F6 -23.816 15.946 -19.500  -0.415
O1 -17.906 20.217 -17.999  -0.353
O2 -17.409 14.751 -18.659  -0.342
O3 -21.342 18.871 -14.455  -0.588
O4 -23.590 21.730 -20.701  -0.477
O5 -15.510 16.629 -18.831  -0.574
O6 -28.027 17.994 -23.726  -0.594
O7 -27.576 14.095 -17.272  -0.536
O8 -25.114 24.100 -21.411  -0.536
O9 -16.838 21.846 -19.531  -0.353
O10 -18.325 20.053 -20.540  -0.241
O11 -16.048 19.365 -19.504  -0.617
O12 -20.446 16.954 -16.207  0.174
O13 -26.337 17.487 -21.243  -0.425
O14 -15.043 14.335 -17.711  -0.353
O15 -26.863 17.498 -18.387  -0.723
O16 -16.486 15.978 -16.538  -0.254
C1 -26.922 18.888 -23.329  -0.383
C2 -20.376 16.615 -14.832  -0.315
C3 -14.640 13.433 -18.706  -0.744
C4 -27.746 15.475 -17.354  -0.797
C5 -19.548 20.770 -20.484  -0.191
C6 -18.884 19.232 -17.695  -0.503
C7 -23.449 22.304 -21.887  0.091
C8 -16.368 22.335 -20.716  -0.692
C9 -26.610 18.719 -21.810  0.117
C10 -26.514 16.251 -17.845  0.286
C11 -18.522 15.460 -19.082  -0.185
C12 -21.865 18.256 -23.795  0.074
C13 -17.079 15.000 -15.657  -0.600
C14 -21.466 17.437 -14.108  -0.449
C15 -23.784 23.835 -21.684  -0.657
C16 -22.911 13.184 -20.724  0.446
H1 -26.381 15.762 -18.810  0.143
H2 -25.791 19.408 -21.607  0.092
H3 -23.962 13.201 -21.010  0.328
H4 -18.485 18.471 -17.024  0.272
H5 -21.290 16.563 -16.445  -0.027
H6 -26.126 18.094 -18.232  0.424
H7 -18.809 16.036 -18.202  -0.059
H8 -23.155 24.467 -21.057  0.309
H9 -19.287 18.659 -18.530  0.196
H10 -13.834 12.785 -18.360  0.260
H11 -20.634 15.566 -14.688  0.288
H12 -19.501 21.857 -20.560  0.323
H13 -24.211 21.856 -22.525  0.149
H14 -17.092 15.305 -14.611  0.282
H15 -19.758 19.731 -17.277  0.274
H16 -16.536 23.407 -20.825  0.220
H17 -21.678 17.471 -24.527  0.387
H18 -27.685 17.120 -23.525  0.288
H19 -22.543 14.054 -20.179  -0.417
H20 -27.497 19.205 -21.403  0.272
H21 -19.383 16.826 -14.435  0.181
H22 -18.075 14.792 -16.048  0.210
H23 -22.492 17.123 -14.299  0.242
H24 -14.130 13.940 -19.525  0.300
H25 -20.120 20.465 -21.361  -0.040
H26 -22.443 22.095 -22.252  0.254
H27 -21.623 17.988 -22.766  -0.199
H28 -27.369 19.844 -23.600  0.283
H29 -21.092 18.940 -15.379  0.363
H30 -21.384 17.483 -13.022  0.378
H31 -15.294 22.202 -20.845  0.254
H32 -28.210 13.656 -17.844  0.317
H33 -23.783 24.363 -22.638  0.304
H34 -19.360 14.803 -19.314  0.191
H35 -16.851 21.731 -21.485  0.305
H36 -20.154 20.644 -19.587  0.198
H37 -28.090 15.745 -16.356  0.294
H38 -28.707 15.625 -17.844  0.381
H39 -23.147 20.879 -20.721  0.195
H40 -15.469 12.922 -19.196  0.298
H41 -26.223 17.644 -20.303  0.232
H42 -25.633 16.171 -17.209  0.106
H43 -26.138 18.623 -24.038  0.129
H44 -25.424 23.485 -20.741  0.329
H45 -16.577 14.035 -15.725  0.302
H46 -18.290 16.087 -19.943  0.365

---

(3)
C16H46AsF6N3O5 as an isolated structure in a non-equilibrium geometry. Source: OMol25; level of theory: the ωB97M-V functional and the def2-TZVPD basis.

Properties
LUMO level = 0.1129 eV
F_max = 1.767 eV/A
Multiplicity = 1
Frontier orbital gap = 9.413 eV
Net charge = 0

Last column: Mulliken charge in e.
CARTESIAN COORDINATES (ANGSTROEM)
As1 1.052 -4.578 -1.410  2.046
F1 0.532 -3.465 -0.157  -0.490
F2 2.493 -3.641 -1.702  -0.474
F3 1.576 -5.621 -2.676  -0.498
F4 0.237 -3.478 -2.538  -0.597
F5 1.894 -5.532 -0.257  -0.513
F6 -0.390 -5.480 -1.175  -0.488
O1 -2.933 -0.620 -0.446  -0.339
O2 -2.346 -0.394 -4.891  -0.441
O3 0.318 1.735 2.619  -0.459
O4 1.481 0.301 -3.064  -0.544
O5 0.530 1.638 -0.491  -0.449
N1 -2.826 1.626 -2.374  -0.362
N2 1.430 0.916 2.337  1.737
N3 -0.812 -0.771 -1.966  0.439
C1 0.140 2.977 -0.521  -1.007
C2 -3.746 0.524 -0.289  -1.096
C3 -3.233 1.778 -0.954  1.484
C4 0.711 -0.692 4.150  -1.941
C5 -4.328 2.842 -0.823  -1.859
C6 1.183 -0.489 2.693  1.673
C7 -3.288 -1.633 0.505  -1.023
C8 -3.293 -1.280 -5.444  -0.675
C9 3.750 -0.730 2.913  -0.796
C10 3.861 0.655 2.280  -1.424
C11 2.210 -0.812 -3.600  -0.685
C12 0.104 -1.057 1.783  -2.243
C13 2.694 1.557 2.672  1.454
C14 2.826 2.051 4.123  -1.636
C15 2.853 2.804 1.785  -1.929
C16 2.435 -1.365 2.482  -1.373
H1 1.555 -1.417 -4.219  0.254
H2 3.850 2.201 4.465  0.341
H3 -3.988 0.664 0.774  0.517
H4 2.384 1.327 4.811  0.327
H5 1.472 -0.522 4.907  0.381
H6 3.812 0.500 1.195  0.309
H7 -4.377 -1.730 0.548  0.385
H8 0.960 3.695 -0.436  0.342
H9 -1.192 -0.961 -1.035  0.152
H10 -0.532 3.269 0.306  0.314
H11 3.829 -0.638 4.000  0.301
H12 2.797 2.595 0.715  0.206
H13 4.805 1.161 2.476  0.465
H14 2.293 -2.311 3.003  0.498
H15 -3.635 1.819 -2.957  0.356
H16 -4.142 3.768 -1.359  0.403
H17 -2.854 -1.954 -6.181  0.257
H18 -0.065 -0.064 -2.016  0.300
H19 -0.416 -1.658 -2.307  0.301
H20 3.057 -0.452 -4.190  0.338
H21 -4.037 -0.768 -6.069  0.331
H22 -0.199 -0.115 4.344  0.398
H23 0.927 1.403 0.362  0.074
H24 -2.985 -1.318 1.508  0.342
H25 -3.792 -1.900 -4.695  0.246
H26 -0.860 -0.559 1.891  0.477
H27 0.342 -1.716 4.234  0.473
H28 2.096 0.842 -2.561  0.252
H29 -2.143 2.343 -2.583  0.186
H30 -1.651 -0.450 -2.455  0.201
H31 0.097 -2.146 1.793  0.647
H32 2.627 -1.432 -2.803  0.251
H33 0.222 1.760 3.582  0.290
H34 0.359 -0.859 0.732  -0.047
H35 2.514 -1.603 1.417  0.342
H36 4.583 -1.317 2.526  0.505
H37 -2.822 0.324 -4.466  0.247
H38 -5.320 2.448 -1.071  0.417
H39 -2.776 -2.536 0.188  0.312
H40 -4.765 0.288 -0.648  0.271
H41 -2.356 2.189 -0.456  -0.627
H42 3.803 3.284 2.030  0.514
H43 2.314 3.004 4.276  0.417
H44 -0.526 3.188 -1.359  0.361
H45 2.088 3.564 1.966  0.424
H46 -4.469 3.026 0.250  0.459